(1)
ORCA calculation (the ωB97M-V functional and the def2-TZVPD basis) on a molecular structure, C37H47O3P2PtS3Si in a non-equilibrium geometry.

Values from the calculation:
Orbital gap (spin up / spin down)   5.31 / 5.31 eV
Total charge   +1
Electronic energy   -107482.4140 eV

CARTESIAN COORDINATES (ANGSTROEM)
1 H -5.159 -1.041 0.821
2 H -4.530 -4.148 2.861
3 H 5.736 -3.269 1.671
4 H -3.135 -4.662 1.893
5 H -5.950 -2.604 0.551
6 Pt 0.655 -0.807 -0.531
7 H 1.463 5.596 0.018
8 C -3.035 -4.660 -2.847
9 O -3.651 -2.309 -2.606
10 O -3.262 -0.334 -0.839
11 H -5.324 1.058 -1.662
12 C -2.956 0.763 -3.007
13 C 3.918 1.733 -1.633
14 H 5.261 0.858 5.878
15 H -3.331 -5.602 -3.311
16 H -0.786 6.107 0.914
17 C -2.987 -1.953 2.203
18 H 4.735 5.036 -3.449
19 C -4.049 -3.577 -3.194
20 C 3.839 -0.264 4.731
21 H -5.373 -4.063 -1.566
22 H 4.011 -1.184 5.273
23 H -1.112 1.140 -0.923
24 H -2.023 -2.465 2.259
25 C 5.579 0.532 0.969
26 S -0.831 -2.219 -1.475
27 C 4.765 -1.712 0.569
28 C -3.178 0.945 -1.511
29 C 1.938 0.525 0.103
30 H 7.207 0.698 2.346
31 C 5.243 2.143 -1.769
32 C -4.501 1.648 -1.256
33 C -1.016 4.201 1.864
34 C 6.578 -1.341 2.100
35 H 5.517 1.600 0.808
36 C 6.520 0.024 1.850
37 Si -3.007 -1.882 -1.200
38 C 0.933 4.862 0.613
39 C -0.453 2.954 2.096
40 H 4.849 2.973 4.669
41 C 5.529 3.340 -2.411
42 H 6.049 1.526 -1.397
43 H 7.309 -1.729 2.797
44 H 2.357 -1.125 3.435
45 H -5.767 -1.977 2.200
46 H -1.880 2.660 -1.418
47 H 3.184 3.051 2.850
48 C -5.292 -2.047 1.221
49 H -2.830 -0.959 1.781
50 P 1.468 0.992 1.704
51 O -3.375 -2.880 0.009
52 H 4.081 -2.380 0.060
53 H -3.386 -1.849 3.214
54 P 3.405 0.245 -0.768
55 H 1.861 2.165 -2.100
56 C 4.713 -0.342 0.307
57 C 4.307 2.078 4.394
58 C 3.379 2.120 3.367
59 H -2.043 -4.389 -3.209
60 C 2.888 2.501 -2.188
61 C 4.536 0.888 5.074
62 H -5.770 -4.869 -3.092
63 H 2.489 3.397 0.451
64 H -0.991 2.202 2.661
65 H -2.985 -4.808 -1.766
66 C -5.422 -3.935 -2.649
67 H -4.808 -2.554 -4.933
68 H 6.556 3.666 -2.506
69 H -4.763 -4.738 1.203
70 C 5.698 -2.208 1.468
71 C -2.035 1.721 -0.882
72 H -2.251 1.945 0.163
73 C -0.331 5.147 1.115
74 H -3.109 -3.034 -5.051
75 S 2.656 -1.138 -2.010
76 H -2.002 4.424 2.251
77 C 1.509 3.626 0.856
78 H -6.142 -3.147 -2.878
79 C 0.813 2.666 1.594
80 H -3.039 1.726 -3.511
81 C 4.504 4.109 -2.941
82 H -3.706 0.088 -3.420
83 C 3.184 3.682 -2.844
84 C 2.682 0.960 3.017
85 H -1.966 0.345 -3.211
86 C -3.945 -2.748 1.336
87 C -4.105 -4.164 1.857
88 S 0.031 -0.392 1.928
89 H -4.505 2.628 -1.736
90 H 2.388 4.268 -3.285
91 C -4.092 -3.342 -4.692
92 H -4.385 -4.256 -5.209
93 H -4.662 1.779 -0.185
94 C 2.912 -0.234 3.701

---

(2)
ORCA calculation (the ωB97M-V functional and the def2-TZVPD basis) on a molecular structure, C56H114F6HgN7O10S2 in a non-equilibrium geometry.

Values from the calculation:
Orbital gap   2.47 eV
Total charge   +1
ΔE to the lowest compared entry with this formula, charge and spin   0.0 kcal/mol
Electronic energy   -132953.5826 eV

CARTESIAN COORDINATES (ANGSTROEM)
1 H -0.564 -6.517 0.769
2 H -0.537 4.514 -6.996
3 C 1.118 1.996 6.336
4 C 0.453 4.163 -6.701
5 H 4.729 -0.602 -4.350
6 H 3.914 2.187 0.107
7 C 6.101 1.095 0.947
8 C -6.314 0.518 -5.597
9 H -3.545 1.794 7.013
10 H 0.872 0.212 -5.097
11 C 3.045 3.310 -9.570
12 F -0.325 1.212 -2.842
13 H 3.442 -2.257 -0.421
14 H 3.077 4.878 -6.538
15 H 5.059 2.539 -1.314
16 F 0.179 2.915 -1.537
17 N -2.243 -0.454 7.788
18 C -5.334 0.914 -1.070
19 H -3.804 -1.518 -1.346
20 C -4.722 -1.128 -4.572
21 O 3.589 1.346 -7.602
22 H -2.556 2.060 8.384
23 H 5.711 -2.463 -1.280
24 C 0.408 2.756 -6.145
25 H -3.329 -3.091 7.586
26 H 3.654 1.476 -1.372
27 C -6.571 -1.237 -1.224
28 H 3.420 1.668 2.872
29 H -1.737 -3.879 7.691
30 C 5.348 0.641 -0.319
31 C -1.916 -1.891 9.813
32 H -5.495 1.237 -5.623
33 C -0.099 -5.537 0.653
34 C 5.854 -0.738 -2.449
35 C -3.544 0.085 8.310
36 H -1.450 -4.724 -4.869
37 H 2.968 5.686 6.545
38 Hg -0.703 3.146 2.413
39 H -6.330 0.003 -6.557
40 O -2.833 0.143 0.807
41 H -2.318 -6.134 -1.497
42 H -2.064 -2.816 6.369
43 H -7.463 -0.797 -0.780
44 H -4.208 2.242 8.619
45 H -0.001 -1.268 6.982
46 H -1.961 -3.614 0.438
47 H -0.010 2.806 -5.139
48 H 1.823 -4.948 -3.192
49 S -0.108 0.540 -0.151
50 H 0.735 5.286 5.676
51 C -0.182 -1.624 7.996
52 H 0.779 -3.071 -0.065
53 H -5.263 0.605 -0.027
54 C 2.620 3.568 3.691
55 O -7.492 0.606 -2.988
56 C 2.746 2.420 -4.988
57 H -3.032 0.689 10.363
58 C 4.526 -0.515 0.234
59 O -1.587 -6.756 -1.474
60 F -1.834 2.059 -1.531
61 C -0.823 3.373 5.390
62 C -1.584 -4.878 -3.798
63 S -1.777 0.399 1.792
64 H 4.628 -2.522 -2.613
65 H 3.732 1.979 -5.139
66 C -1.850 -4.011 -0.571
67 C 0.834 -4.502 -3.298
68 H -1.965 -2.927 10.150
69 N 1.216 3.157 4.001
70 C -4.226 -0.929 -2.160
71 F 0.109 -1.599 1.953
72 H 1.096 4.482 7.144
73 H -1.154 -1.486 10.478
74 H 2.138 -0.281 -6.199
75 H -4.681 -1.855 -5.383
76 C 1.281 4.429 6.071
77 H 2.193 1.831 6.412
78 H -4.102 -0.297 -4.908
79 C -0.509 1.776 -1.631
80 H -3.222 -2.148 -3.518
81 H 5.741 0.779 -4.033
82 O 0.970 1.874 3.468
83 H -2.528 -5.413 -3.700
84 C -7.152 -1.569 -4.711
85 H 1.712 1.466 3.920
86 H -0.402 -5.021 1.563
87 H -6.076 -1.765 -0.409
88 C -3.284 -1.489 10.340
89 H 8.066 0.712 -1.400
90 H 4.228 0.572 -3.137
91 H 3.703 4.444 1.939
92 H -2.667 -4.721 -0.700
93 H -7.006 -2.028 -5.689
94 H 2.929 3.491 -4.904
95 N -6.237 0.148 -3.233
96 H 3.119 3.936 6.625
97 H 3.123 -0.861 -1.357
98 H 2.408 2.622 -10.126
99 N -0.526 -5.836 -1.725
100 H 0.690 1.046 6.017
101 C 3.936 -1.390 -0.860
102 H 4.074 2.955 -9.620
103 C 1.803 1.930 -6.159
104 H 6.980 -2.256 -3.694
105 H -1.212 4.219 4.824
106 O 7.230 1.081 -1.692
107 C -0.394 -5.498 -3.145
108 C 5.090 0.048 -3.552
109 F -1.821 -2.290 2.771
110 C 3.153 4.765 4.586
111 C -0.486 -4.819 -0.718
112 H -2.664 -0.499 5.997
113 H 0.588 -6.518 -4.767
114 H 7.650 -0.607 -3.549
115 O 1.387 0.356 -0.061
116 H 2.178 2.174 -4.091
117 H 1.758 -2.790 -2.507
118 H -5.664 0.059 8.015
119 C 2.723 4.053 2.212
120 N 2.403 2.067 -7.517
121 C 0.796 -3.273 -2.329
122 H 4.583 2.735 3.753
123 H 0.755 2.207 7.342
124 C -4.836 -0.567 7.684
125 H 4.451 3.901 -7.047
126 H -6.835 -2.071 -1.875
127 C 3.538 4.385 -7.393
128 H 5.435 1.292 1.787
129 N -0.497 1.421 1.153
130 H 0.198 -2.645 8.019
131 H -5.029 -1.582 8.031
132 H 2.046 4.908 2.208
133 H 1.674 -4.148 -0.723
134 C 4.996 -1.855 -1.834
135 C -5.618 -0.279 -1.970
136 H 3.428 1.763 4.607
137 C 7.155 -1.420 -3.017
138 C 0.673 -3.757 -0.905
139 H -4.620 0.101 10.207
140 O -0.879 -0.674 -0.537
141 H 3.928 5.208 -7.992
142 C 2.757 4.760 6.011
143 H -4.019 -2.223 10.008
144 C 4.481 1.811 -0.745
145 N 6.315 0.127 -1.264
146 H -0.113 -2.710 -2.542
147 C -6.147 -0.540 -4.513
148 H 3.274 0.538 -8.016
149 H 6.634 2.002 0.665
150 H -0.282 2.426 -6.921
151 C 1.100 4.029 -8.115
152 H 0.325 -0.884 8.616
153 H 3.695 -0.027 0.742
154 C 0.682 3.158 5.400
155 H -1.387 2.609 4.854
156 H -8.136 -1.099 -4.684
157 H 4.234 4.892 4.649
158 H 6.827 0.322 1.200
159 H -4.723 -0.786 6.622
160 H -1.934 -3.920 -3.413
161 H -7.102 -2.281 -3.888
162 H 2.353 3.431 1.396
163 C 0.119 -6.764 -3.814
164 H 3.171 4.277 -10.055
165 F -0.711 -0.982 3.905
166 H -1.332 3.409 6.354
167 H 1.192 5.013 -8.574
168 H 5.117 -1.045 0.981
169 H 0.974 -7.130 -3.247
170 H 0.649 0.286 -6.893
171 C 1.333 0.440 -6.058
172 H 0.564 3.440 -8.860
173 H -3.388 -0.274 -2.401
174 O -1.928 -0.068 6.438
175 C 2.570 3.420 -8.109
176 H 7.784 -1.821 -2.223
177 C -2.258 -2.957 7.433
178 H -4.445 1.494 -1.316
179 H 0.749 -4.041 -4.282
180 H -4.795 -2.739 -3.103
181 H 2.750 5.716 4.238
182 C 3.561 2.358 3.704
183 C -0.974 -1.226 2.672
184 H -7.907 -0.091 -2.475
185 H -3.296 -1.601 11.424
186 C -3.608 -0.077 9.844
187 H -6.117 1.669 -0.997
188 C -3.501 1.607 8.086
189 H -0.539 -7.594 -4.072
190 H 0.974 -5.713 0.585
191 C -4.251 -1.829 -3.355
192 H -7.197 1.154 -5.532
193 C -1.732 -1.778 8.227
194 O -2.207 1.194 2.933
195 H -1.973 -3.112 -1.174
196 H 0.928 4.929 -6.088

---

(3)
ORCA calculation (the ωB97M-V functional and the def2-TZVPD basis) on a molecular structure, C25H21Cl3NORuSi.

Values from the calculation:
Orbital gap   7.42 eV
Total charge   +1
ΔE to the lowest compared entry with this formula, charge and spin   0.0 kcal/mol
Electronic energy   -77825.3738 eV

CARTESIAN COORDINATES (ANGSTROEM)
1 H 6.510 -1.120 3.324
2 H 0.165 -3.445 0.386
3 C 1.053 -1.332 -1.647
4 H 1.628 -1.076 -2.547
5 C -1.570 1.220 -4.934
6 C -3.137 -3.169 1.021
7 C -2.689 2.618 1.397
8 H 0.407 0.827 -4.254
9 Cl 5.540 -0.356 5.886
10 O 2.833 -0.871 0.708
11 C -0.806 -3.007 0.578
12 H 0.563 2.692 0.468
13 C -0.629 0.947 -3.956
14 N -0.851 -1.669 0.639
15 H -3.638 1.608 -5.346
16 Cl 5.707 -1.523 0.638
17 Si 0.394 0.495 -1.431
18 C -2.347 0.990 -2.280
19 C 4.736 -0.508 4.367
20 H 0.246 -2.016 -1.894
21 H -1.839 -4.867 0.698
22 C -3.183 -1.790 1.088
23 H -2.665 0.916 -1.252
24 H 2.818 0.072 5.149
25 H 2.016 1.686 -2.837
26 H -3.874 0.858 1.666
27 C -2.022 -1.058 0.888
28 H 1.817 -1.882 -1.083
29 H -3.478 3.285 1.716
30 C 2.789 -0.376 3.044
31 C -1.905 0.399 0.928
32 H -1.255 4.190 1.128
33 C -2.915 1.252 1.355
34 H -1.265 1.308 -5.968
35 C 3.446 -0.763 1.883
36 H 1.465 2.723 -1.546
37 C -0.643 0.902 0.558
38 C -3.289 1.274 -3.258
39 Cl 1.068 -0.042 2.862
40 H -4.034 -3.754 1.171
41 C 1.767 1.699 -1.773
42 Ru 0.870 -0.572 0.520
43 C -0.419 2.275 0.667
44 C 5.453 -0.906 3.248
45 C -1.923 -3.792 0.758
46 H -4.327 1.409 -2.985
47 C 4.816 -1.030 2.028
48 C -1.000 0.828 -2.610
49 H 2.670 1.453 -1.215
50 C -1.442 3.127 1.063
51 H -4.115 -1.281 1.291
52 C -2.902 1.387 -4.584
53 C 3.384 -0.235 4.281

---

(4)
ORCA calculation (the ωB97M-V functional and the def2-TZVPD basis) on 7 unconnected molecules or ions with the total composition C34H54N3O19.

Values from the calculation:
Orbital gap   9.09 eV
Total charge   +1
ΔE to the lowest compared entry with this formula, charge and spin   0.0 kcal/mol
Electronic energy   -79503.3043 eV

CARTESIAN COORDINATES (ANGSTROEM)
1 H -1.558 -3.559 5.670
2 C -7.050 3.213 -4.096
3 O 6.122 2.264 1.390
4 H -1.488 2.128 -6.326
5 H 4.154 -6.351 8.844
6 H 3.614 -1.028 -1.981
7 O -0.847 -2.206 1.345
8 C 0.585 -3.141 5.814
9 H 5.107 -0.422 -3.778
10 C 1.233 -2.988 4.462
11 H 1.516 -6.536 9.653
12 H 0.469 1.281 -0.293
13 C -4.320 3.024 -6.545
14 C 2.407 -7.077 7.770
15 O 0.644 -3.899 1.329
16 C -8.336 -1.166 -1.215
17 O 4.590 -7.389 7.119
18 H 1.802 0.457 0.551
19 O -1.026 -2.273 7.209
20 H 8.217 3.320 0.305
21 N -0.601 3.133 -4.721
22 O 4.972 0.331 1.506
23 H -7.397 -0.882 -0.741
24 H -2.261 3.795 -3.579
25 H 0.632 -3.465 3.689
26 H -0.237 1.262 -5.502
27 H -1.724 -0.442 0.700
28 O 4.393 -6.516 5.048
29 H 0.722 -4.157 6.192
30 O 6.525 1.929 -3.474
31 N -4.739 4.060 -4.662
32 H -8.115 -1.477 -2.237
33 H 8.663 1.223 1.838
34 C 1.502 -6.213 8.612
35 H -1.920 4.298 -6.543
36 C -0.873 -2.737 5.862
37 C -3.787 3.890 -5.654
38 N -5.582 2.691 -6.062
39 H 6.678 1.058 -1.610
40 H -6.213 2.047 -6.512
41 H -2.577 5.632 -5.604
42 C 7.942 1.569 2.584
43 C 0.189 -1.847 7.639
44 H 1.948 -8.050 7.575
45 H -2.872 0.642 -5.230
46 C -1.107 1.899 -5.330
47 C 0.251 -0.849 -0.154
48 H 3.935 -8.116 8.946
49 C 1.625 3.419 -3.589
50 H -10.724 -1.164 -2.416
51 C 4.543 -0.534 -1.698
52 H -8.748 -2.015 -0.670
53 C 5.137 0.194 -2.875
54 H 4.316 0.170 -0.897
55 O 6.879 0.612 2.670
56 H 8.994 3.972 1.761
57 C 1.097 0.391 -0.279
58 H -9.330 0.482 -0.245
59 H 1.744 4.144 -2.784
60 H 2.221 -3.445 4.450
61 H 8.434 1.665 3.548
62 C 8.036 3.762 1.285
63 C 3.932 -6.764 6.113
64 O -11.172 0.842 -2.267
65 H 0.473 -6.264 8.255
66 O -0.193 2.232 -2.623
67 C -9.315 -0.018 -1.216
68 O 1.048 -1.995 0.198
69 H -0.371 -0.262 1.845
70 O 0.371 -1.220 8.631
71 H -1.093 -1.912 5.180
72 H -6.757 3.123 -3.050
73 H -7.574 2.296 -4.353
74 C -5.822 3.322 -4.924
75 C -10.718 -0.376 -1.660
76 C -10.094 1.520 -2.700
77 C 3.812 -7.242 8.311
78 H 1.840 3.890 -4.544
79 H -11.379 -0.650 -0.843
80 H -4.631 4.657 -3.856
81 H 7.323 0.083 -2.956
82 H -1.691 0.263 -3.992
83 C -2.149 1.084 -4.538
84 H 6.793 3.351 2.997
85 H -2.706 1.688 -3.821
86 H 1.819 -5.170 8.562
87 C 5.246 2.347 -3.601
88 H -0.247 -1.077 -1.101
89 H 5.226 -1.291 -1.312
90 O 4.911 3.397 -4.047
91 H -7.703 4.074 -4.216
92 O 4.392 1.400 -3.149
93 C 7.219 2.824 2.140
94 H 1.676 0.376 -1.201
95 O -10.129 2.468 -3.419
96 H -3.881 2.634 -7.445
97 H 2.324 2.600 -3.419
98 C 0.317 -2.810 0.988
99 O -8.954 0.975 -2.204
100 H 7.516 4.706 1.132
101 C -0.747 -0.823 0.986
102 C 5.899 1.002 1.828
103 O 1.158 -2.236 6.779
104 O 2.667 -6.457 6.496
105 C -2.448 4.549 -5.626
106 H -1.098 5.025 -4.029
107 C -1.606 4.133 -4.399
108 C 0.223 2.865 -3.564
109 H 1.357 -1.930 4.221
110 C 6.525 0.754 -2.649

---

(5)
ORCA calculation (the ωB97M-V functional and the def2-TZVPD basis) on 2 unconnected molecules or ions with the total composition C7H13FO in a non-equilibrium geometry.

Values from the calculation:
SMILES string   C/C=C(\O)F.C=CCC
Orbital gap   9.29 eV
Total charge   0
ΔE to the lowest compared entry with this formula, charge and spin   44.6 kcal/mol
Electronic energy   -12231.7387 eV

CARTESIAN COORDINATES (ANGSTROEM)
1 H -1.000 -2.245 2.544
2 H -1.817 3.295 -0.957
3 C 0.329 -1.309 -1.099
4 C -0.481 -2.515 1.633
5 F 1.661 1.045 0.771
6 H -0.676 -1.023 -1.377
7 H -1.025 2.350 -2.216
8 H 1.753 -1.135 0.398
9 C -1.292 2.327 -1.170
10 H 0.425 -2.888 2.007
11 H 2.495 1.266 -1.576
12 H 0.234 -0.485 2.025
13 O 1.552 1.385 -1.452
14 C 0.956 1.489 -0.256
15 H -0.940 -3.171 0.888
16 H 1.028 -1.503 -1.929
17 C 0.739 -1.227 0.129
18 H -2.010 1.458 -1.208
19 H -0.505 2.195 0.926
20 H -1.048 -0.408 0.897
21 C -0.221 2.097 -0.156
22 C -0.156 -0.999 1.179